Formula: C6H13N
Source: the OMol25 dataset
Level of theory: wB97M-V/def2-TZVPD

Each atom is followed by the atoms it is bonded to, with distances in Å.
CARTESIAN COORDINATES (ANGSTROEM)
1 C -1.426 -1.643 -2.070  C6 1.548, H7 1.075, H13 1.090, H17 1.071
2 H -2.981 -0.213 -0.400  N8 1.013
3 H 2.306 1.744 1.316  C15 1.069
4 H 0.519 -0.630 2.054  C9 1.095
5 C 0.699 1.124 -0.060  H10 1.117, H11 1.070, C15 1.544, C19 1.496
6 C -0.952 -0.493 -1.149  C1 1.548, N8 1.389, C19 1.345
7 H -2.255 -2.175 -1.640  C1 1.075
8 N -1.979 -0.108 -0.297  H2 1.013, C6 1.389, H14 1.004
9 C 1.147 0.238 2.277  H4 1.095, H12 1.084, C15 1.555, H16 1.098
10 H -0.135 1.420 0.622  C5 1.117
11 H 1.035 2.014 -0.549  C5 1.070
12 H 0.569 0.995 2.794  C9 1.084
13 H -1.774 -1.196 -3.002  C1 1.090
14 H -1.736 0.604 0.368  N8 1.004
15 C 1.786 0.864 1.005  H3 1.069, C5 1.544, C9 1.555, H20 1.129
16 H 1.807 -0.238 3.014  C9 1.098
17 H -0.563 -2.222 -2.328  C1 1.071
18 H 1.076 -0.181 -1.707  C19 1.115
19 C 0.288 -0.018 -0.934  C5 1.496, C6 1.345, H18 1.115
20 H 2.568 0.115 0.684  C15 1.129

The energy above the lowest of the compared OMol25 structures with the same formula, charge and spin is 20.78 kcal/mol. Its SMILES is CCC/C=C(/C)N. Its HOMO-LUMO gap is 8.80 eV. For the total energy, the calculation gives -7921.932 eV.